A molecular structure, C14H43InO8. Source: the Open Molecules 2025 dataset; level of theory: ωB97M-V/def2-TZVPD.

Each line ends with the Löwdin charge.
Positions of all 66 atoms, in Å:
In  -0.0598  3.0597  -0.5673  1.1533
O  -0.3471  0.4019  0.4265  -0.2556
H  0.4778  0.0310  0.0588  0.0282
C  0.9961  -4.1212  -0.5507  -0.0516
C  1.3619  -2.8451  0.1599  -0.2023
O  0.2774  -2.3777  1.0012  -0.0180
H  1.8725  -4.5268  -1.0612  0.1005
H  0.1398  -4.1128  -1.2287  0.0825
H  0.6854  -4.9572  0.0897  0.0973
H  1.3820  -2.1327  -0.6751  0.1035
H  2.2640  -2.8011  0.7689  0.1467
H  -0.0688  -1.5702  0.6060  0.0149
C  0.3104  0.9108  5.2206  -0.0463
C  0.6395  0.3676  3.8513  -0.2726
O  -0.5107  0.1840  3.0769  0.0265
H  -0.6109  0.5088  5.6374  0.0908
H  0.2134  1.9982  5.1864  0.0871
H  1.1164  0.6877  5.9196  0.0902
H  1.1853  -0.5954  3.9100  0.1468
H  1.3369  1.0076  3.2855  0.1125
H  -0.2839  0.1336  2.1185  0.0294
C  3.9836  -0.6800  -1.5868  -0.0819
C  3.6196  0.7468  -1.9566  -0.2777
O  2.2387  1.0225  -1.6861  -0.1637
H  3.8094  -1.0138  -0.5553  0.0590
H  5.0189  -0.9521  -1.7803  0.0918
H  3.3012  -1.3675  -2.0978  0.0710
H  3.7804  0.6740  -3.0357  0.1249
H  4.2690  1.4881  -1.5007  0.1057
H  1.9052  1.5458  -2.4207  0.0568
C  -0.8513  -0.9465  -3.2044  -0.0664
C  -1.8413  0.1906  -3.4028  -0.2445
O  -1.4138  1.3974  -2.7160  -0.1994
H  -0.4348  -0.8315  -2.1977  0.0528
H  -0.0228  -0.9178  -3.9150  0.0854
H  -1.2892  -1.9349  -3.3356  0.0772
H  -2.8093  -0.0461  -2.9698  0.1008
H  -1.9055  0.4765  -4.4536  0.1302
H  -0.7372  1.7404  -3.3172  0.0716
C  -3.0331  -2.8422  -0.5502  0.0106
C  -2.0575  -2.1167  0.3584  -0.1921
O  -2.2763  -0.7313  0.2839  0.0802
H  -2.7317  -3.8794  -0.7146  0.1013
H  -2.9096  -2.4907  -1.5748  0.0791
H  -4.0328  -2.7582  -0.1349  0.1102
H  -0.9993  -2.2848  0.0320  0.1279
H  -1.9952  -2.5190  1.3805  0.1758
H  -1.5226  -0.2920  0.7533  0.0001
C  -5.0594  1.6260  -1.6012  -0.0669
C  -4.3717  2.1275  -0.3428  -0.2699
O  -2.9741  1.8582  -0.3345  -0.1360
H  -4.8230  2.1499  -2.5247  0.0848
H  -6.1396  1.7442  -1.4587  0.0899
H  -4.9790  0.5406  -1.7076  0.0702
H  -4.8528  1.6541  0.5241  0.1248
H  -4.5871  3.1803  -0.1583  0.1246
H  -2.8727  0.8965  -0.3394  0.0333
C  3.6968  1.9031  1.4483  -0.0738
C  3.1061  2.9813  2.3392  -0.3119
O  2.0330  3.6504  1.6977  -0.1730
H  4.3256  2.3159  0.6615  0.0765
H  2.8980  1.3158  0.9875  0.0516
H  4.3759  1.2437  1.9909  0.0920
H  3.9268  3.7003  2.4567  0.1259
H  2.8889  2.6457  3.3593  0.1084
H  1.9678  4.5384  2.0664  0.0990

The gap between HOMO and LUMO comes out at 3.564 eV. The energy above the lowest of the compared OMol25 structures with the same formula, charge and spin comes out at 0.0 kcal/mol. The spin multiplicity is 1. As for the net charge: +2.